Entry 1:
The following is a DFT calculation (wB97M-V/def2-TZVPD) of C4H28BO22 as an isolated structure.

XYZ file:
```
55
Properties=species:S:1:pos:R:3:forces:R:3:mulliken_charge:R:1
O -1.9296 -3.3640 0.7947 0.5 1.0 0.8 -0.820
C -1.2360 -2.3575 0.8667 -0.8 -6.0 1.1 0.306
O -0.0845 -2.3358 1.4204 1.7 0.6 1.3 -0.484
B 0.5052 -1.0498 1.0188 0.3 -0.9 0.2 1.569
O -0.4740 -0.4168 0.2192 1.5 3.1 -0.3 -0.317
C -1.4412 -1.1825 0.1421 -5.0 1.3 -3.7 0.905
O -2.4232 -1.0597 -0.5683 -0.3 0.2 0.5 -0.598
O 1.6965 -1.2424 0.1967 -4.0 -2.9 -0.7 -0.829
C 2.5051 -0.4286 0.6222 9.5 1.0 -1.2 0.624
O 3.6468 -0.3013 0.1323 -2.4 0.3 1.4 -0.874
C 2.0434 0.1879 1.8581 3.8 8.7 -0.4 0.465
O 0.8824 -0.1250 2.0733 -5.2 -3.4 2.0 -0.410
O 2.4226 1.3401 2.2007 1.0 -3.1 0.6 -0.590
O 3.9341 -0.5542 -2.7435 0.1 0.3 -0.4 -0.587
H 3.9874 -0.5142 -1.7772 0.1 -0.3 -0.2 0.378
H 4.4572 -1.2884 -3.0808 -0.1 0.0 0.5 0.277
O -3.2439 1.5791 -0.4589 -1.0 2.4 1.4 -0.802
H -3.8085 1.6841 0.3486 0.6 -0.7 -1.3 0.313
H -3.0996 0.6720 -0.6802 0.2 -1.5 0.1 0.366
O -1.1471 -3.5816 -2.4640 -0.5 -0.7 -0.6 -0.630
H -1.5703 -3.9658 -1.6863 -0.1 -0.2 -0.4 0.251
H -1.4836 -4.0871 -3.2412 0.4 0.6 1.0 0.251
O 0.9397 1.9001 4.5422 -0.3 0.0 0.5 -0.772
H 1.6008 1.6271 3.9054 0.6 -0.3 -0.6 0.475
H 0.1444 1.6076 4.0931 -0.3 0.1 0.1 0.320
O -5.1893 -2.0801 -2.1296 1.0 -0.7 1.0 -0.642
H -5.0363 -2.2512 -3.0447 -0.4 0.0 -1.3 0.301
H -4.5016 -2.7017 -1.7759 -0.6 0.6 0.3 0.360
O -3.5776 -4.3417 -0.9319 -0.4 -0.2 -0.8 -0.737
H -4.2550 -4.2013 -0.2904 -1.9 -0.4 0.3 0.291
H -2.9352 -3.9852 -0.3247 1.6 0.5 0.2 0.477
O -1.0054 -0.7790 -2.9916 1.4 -0.3 -0.8 -0.618
H -1.7191 -0.2191 -3.2378 -0.6 1.2 -0.3 0.412
H -1.3793 -1.2439 -2.2632 -0.2 -0.7 0.6 0.134
O 1.1003 2.8899 0.1889 -1.4 -0.3 0.0 -0.638
H 0.2887 2.7324 0.7334 0.7 0.2 -0.9 0.523
H 1.7847 2.9224 0.8394 1.1 0.3 0.4 0.260
O 1.3993 -2.4520 -2.2482 1.0 -0.3 -0.7 -0.673
H 0.5341 -2.8271 -2.2419 -1.1 -0.5 -0.3 0.306
H 1.5211 -2.0837 -1.3890 0.4 0.4 0.5 0.641
O -3.4453 0.3147 -3.1456 0.3 -1.4 -1.4 -0.697
H -3.5701 -0.6618 -3.2473 -0.1 1.4 0.4 0.324
H -4.0765 0.6027 -2.5095 -0.8 0.2 0.8 0.289
O 3.5870 3.9898 1.4956 0.2 0.2 0.2 -0.712
H 3.9124 4.8912 1.5642 0.0 0.0 -0.2 0.245
H 3.4943 3.7172 2.4237 -0.2 0.1 0.0 0.389
O 4.9635 2.1951 0.0557 0.7 0.8 -0.2 -0.690
H 4.5169 2.7687 0.7080 0.0 -0.5 -0.4 0.417
H 4.7845 1.2769 0.2356 -0.4 -0.3 0.3 0.384
O -1.2231 2.4442 1.4060 0.9 1.2 1.2 -0.637
H -1.2177 1.7045 1.9893 0.0 -0.9 0.5 0.203
H -1.9447 2.3192 0.8242 -1.2 -0.4 -1.6 0.371
O 2.4659 4.2229 3.9026 1.2 1.1 0.1 -0.723
H 1.7837 4.6675 3.4011 -0.4 -0.2 -0.1 0.316
H 2.1159 3.4252 4.2695 -1.0 -0.6 0.4 0.339
```
Forces are in eV/Å.

Frontier orbital gap = 0.3105 Eh
Calculated total energy = -1849.60942 hartree
Charge = -1
Energy relative to the best compared isomer or geometry (same formula, charge and spin) = 86.2 kcal per mole

=====

Entry 2:
The following is a DFT calculation (wB97M-V/def2-TZVPD) of one molecule with the formula C5H5NO3.

XYZ file:
```
14
Properties=species:S:1:pos:R:3:forces:R:3:mulliken_charge:R:1
H 3.0472 -1.5628 -0.0981 -0.9 2.1 3.7 0.411
N 2.6295 -0.8646 0.8419 1.2 -1.1 -0.9 -0.607
C 2.0334 -0.0468 0.1252 0.6 -4.4 -3.0 0.543
O 2.3933 -0.7164 -1.3434 -1.9 2.9 0.7 -0.641
C 0.8289 0.8261 0.2388 0.8 1.6 0.0 -0.512
O -0.3563 0.0510 0.2449 0.6 -1.1 -0.2 -0.284
C -1.5088 0.7120 0.2380 -0.5 1.0 0.0 0.299
O -1.6127 1.9140 0.2739 0.1 -0.6 -0.1 -0.491
C -2.6364 -0.2028 0.2023 -0.9 -0.8 0.1 -0.392
C -3.6014 -0.9283 0.2510 0.5 0.8 0.1 0.260
H 1.5884 -0.6398 -1.8717 0.1 -0.2 -0.5 0.298
H 0.8163 1.5280 -0.6090 -0.1 -0.1 0.4 0.357
H 0.9045 1.4053 1.1718 0.0 -0.1 -0.3 0.346
H -4.5259 -1.4748 0.3344 0.5 0.1 -0.1 0.415
```
Forces are in eV/Å.

Frontier orbital gap = 0.3890 Eh
Calculated total energy = -473.83546 hartree
Energy relative to the best compared isomer or geometry (same formula, charge and spin) = 96.2 kcal per mole

=====

Entry 3:
The following is a DFT calculation (wB97M-V/def2-TZVPD) of C17H33EuN2O2P2 as an isolated structure.

XYZ file:
```
57
Properties=species:S:1:pos:R:3:forces:R:3:lowdin_spin:R:1
C -1.2823 1.2052 -3.7876 -0.8 -0.3 -0.5 -0.001
C -0.4831 0.9184 -2.6467 0.5 0.7 1.0 0.004
N -0.7401 -0.2264 -1.9060 0.4 -0.2 -0.4 0.008
C -1.5016 -1.1794 -2.4722 -0.5 0.5 -0.7 0.011
C -2.2381 -0.9777 -3.6400 0.0 -1.0 1.0 0.000
C -2.1777 0.2658 -4.2635 0.6 0.9 0.0 0.005
C 0.4946 1.8686 -2.1976 -0.9 -0.4 -0.6 0.003
P 1.9766 1.4035 -1.3200 -0.6 0.9 -0.2 0.004
Eu -0.3257 0.7521 0.6237 0.6 -0.3 -0.5 5.257
P -1.3786 -2.5911 -0.0526 -0.6 1.7 -0.3 0.189
C -1.5261 -2.5646 -1.8501 0.3 0.2 -0.3 0.011
O -2.6955 4.8990 -1.5872 0.1 -1.2 1.7 0.006
O 0.6158 3.0520 1.9364 0.3 0.0 1.1 0.012
H -1.1752 2.1911 -4.2410 0.0 -0.3 0.0 0.000
H -2.8905 -1.7833 -3.9811 0.2 0.3 -0.1 0.000
H -2.8045 0.4681 -5.1308 0.2 0.0 0.2 0.000
C 3.3190 1.2442 -2.5956 0.2 -0.1 -0.1 0.000
C 2.3544 3.1239 -0.7458 0.5 0.0 0.2 0.003
H -2.4495 -3.0879 -2.1380 0.2 0.1 0.3 0.000
H -0.6995 -3.1629 -2.2646 -0.1 0.2 0.1 0.003
H -2.7022 5.4493 -0.7864 0.0 0.3 -0.6 0.001
H 0.4859 2.8181 -2.7925 0.2 -0.8 0.6 0.000
C -0.8978 -4.2653 0.3709 0.4 -0.2 0.5 0.014
C -3.0757 -2.4448 0.5622 -0.6 -0.4 0.4 0.102
H -2.6391 -0.0117 0.8825 0.3 -0.2 -0.1 0.081
H 1.2621 2.8541 2.6479 -0.2 -0.4 -0.7 0.000
H 0.1441 3.7873 2.3459 -0.3 0.0 -0.3 0.002
H -2.6477 4.0192 -1.1244 0.0 0.9 -1.2 0.005
H -0.3234 -1.6870 0.3680 0.4 -1.2 -0.4 0.098
H -2.7607 0.7097 1.1241 -0.2 0.6 0.2 0.113
H 3.5292 2.2255 -3.0448 -0.1 -0.2 0.1 0.000
H 4.2526 0.8442 -2.1599 -0.4 0.1 -0.2 0.000
H 2.9737 0.5763 -3.3968 0.1 0.1 0.3 0.000
H 2.5489 3.7483 -1.6263 -0.1 0.0 0.1 0.000
H 1.5223 3.5551 -0.1739 0.3 -0.3 -0.3 0.000
H 3.2497 3.1326 -0.1125 -0.1 0.1 -0.1 0.000
H -3.6417 -3.3862 0.4150 0.1 0.2 0.1 0.028
H -3.0156 -2.2007 1.6324 -0.2 -0.2 -0.3 0.005
H -3.5924 -1.6263 0.0433 0.3 -0.3 0.1 0.004
H -1.7638 -4.9487 0.3544 0.4 0.3 -0.1 0.002
H -0.1022 -4.5945 -0.3098 -0.3 0.0 0.2 0.002
H -0.4859 -4.2316 1.3852 0.0 -0.2 -0.1 0.002
C -0.8631 -0.3363 4.0030 -0.5 0.3 0.4 0.007
C 0.5615 -0.5324 3.6788 2.3 -0.8 0.2 0.001
C 1.5840 -0.9093 4.5817 -0.9 0.4 -0.8 0.001
C 2.7766 -1.0253 3.8299 -0.5 0.5 -1.2 -0.001
C 2.4365 -0.7130 2.4890 -0.8 -0.3 2.1 0.002
C 3.3539 -0.7496 1.3372 0.5 0.0 -0.5 0.004
N 1.0900 -0.4097 2.4083 -0.1 0.0 -0.1 -0.002
H -1.0064 0.6597 4.4513 -0.4 -0.2 -0.1 0.002
H -1.1663 -1.0758 4.7614 -0.1 0.3 -0.3 0.000
H -1.5280 -0.4394 3.1239 0.1 0.0 0.3 0.005
H 1.4347 -1.0480 5.6464 0.1 -0.1 -0.1 0.000
H 3.7751 -1.2778 4.1732 -0.2 0.0 0.0 0.000
H 4.1256 0.0214 1.4818 -0.1 -0.1 -0.4 0.000
H 3.8729 -1.7209 1.3156 -0.1 0.3 -0.2 0.000
H 2.8403 -0.5850 0.3742 0.3 -0.1 0.5 0.004
```
Forces are in eV/Å.

Frontier orbital gap (spin up / spin down) = 0.1521 / 0.2000 Eh
Calculated total energy = -2320.33627 hartree
Spin multiplicity = 7